[1]
{
  "formula": "C15H10F5N3O2W",
  "method": "ωB97M-V/def2-TZVPD",
  "max_force_ev_per_a": 0.8,
  "relative_energy_ev": 0.000,
  "total_charge": 2,
  "spin_multiplicity": 3,
  "homo_energy_ev": [-14.388, -14.405],
  "orbital_gap_ev": [5.431, 4.966],
  "energy_ha": -1458.111970,
  "elements": ["W", "O", "C", "C", "C", "C", "C", "C", "C", "O", "N", "N", "C", "C", "C", "C", "C", "C", "N", "H", "H", "H", "H", "H", "H", "H", "H", "H", "H", "F", "C", "F", "C", "F", "F", "F"],
  "positions_angstrom": [[0.11498, 0.49496, 1.29347], [-1.96433, 2.72619, -1.92562], [-1.80394, 1.77261, -2.85274], [-2.50552, 1.96827, -4.04391], [-2.39845, 1.05602, -5.06465], [-1.59236, -0.09144, -4.94463], [-0.90664, -0.30409, -3.78751], [-0.99678, 0.61658, -2.70054], [-0.26858, 0.29066, -1.53086], [-0.38891, 1.10308, -0.41022], [0.51716, -0.73944, -1.38157], [0.98683, -0.76015, -0.11051], [1.95731, -1.54079, 0.23566], [2.45450, -1.33586, 1.58435], [3.48857, -2.04023, 2.15654], [3.89931, -1.69166, 3.44412], [3.27106, -0.65028, 4.10377], [2.23918, 0.02483, 3.47354], [1.82817, -0.31284, 2.23986], [-1.41333, 2.56224, -1.15616], [-3.11845, 2.85333, -4.13673], [-2.94479, 1.22723, -5.98289], [-1.52264, -0.79463, -5.76125], [-0.28541, -1.17961, -3.66337], [2.38686, -2.23902, -0.47327], [3.96935, -2.84120, 1.61210], [4.71018, -2.23167, 3.91460], [3.56912, -0.34945, 5.09803], [1.72382, 0.84385, 3.95981], [-1.71515, -1.63771, 2.66939], [-1.44306, -0.37977, 2.43916], [-0.73770, 0.19300, 3.52124], [-2.62493, 0.55205, 2.15630], [-3.26512, 0.23098, 1.07142], [-1.80800, 1.72115, 1.83279], [-3.41228, 0.88280, 3.12027]],
  "lowdin_charge": [1.852, 0.122, -0.221, 0.026, -0.001, -0.039, 0.001, -0.081, -0.288, -0.233, 0.127, -0.143, 0.039, -0.220, 0.056, 0.039, 0.021, -0.060, -0.082, 0.084, 0.138, 0.130, 0.122, 0.120, 0.166, 0.145, 0.143, 0.139, 0.132, 0.181, -0.429, 0.019, -0.535, 0.250, -0.004, 0.285]
}



[2]
{
  "formula": "CH3Br3Si",
  "method": "ωB97M-V/def2-TZVPD",
  "max_force_ev_per_a": 2.5,
  "relative_energy_ev": 0.365,
  "total_charge": 0,
  "homo_energy_ev": -10.278,
  "orbital_gap_ev": 10.726,
  "energy_ha": -8051.522189,
  "smiles": "BrC[SiH](Br)Br",
  "elements": ["Br", "C", "Si", "Br", "Br", "H", "H", "H"],
  "positions_angstrom": [[0.27569, -2.26326, 1.16650], [-0.59171, -0.60082, 0.63562], [0.49285, 0.43109, -0.57029], [-0.24973, 2.51418, -0.37758], [0.36378, -0.03499, -2.72805], [-0.42338, 0.05996, 1.54080], [-1.64176, -0.59511, 0.36819], [1.77426, 0.48895, -0.03519]],
  "lowdin_charge": [0.562, -0.820, -0.317, 0.300, 0.312, 0.015, 0.022, -0.074]
}



[3]
{
  "formula": "C21H31N3O11PS",
  "method": "ωB97M-V/def2-TZVPD",
  "max_force_ev_per_a": 2.6,
  "relative_energy_ev": 0.000,
  "total_charge": 1,
  "homo_energy_ev": -11.247,
  "orbital_gap_ev": 7.292,
  "energy_ha": -2549.976666,
  "elements": ["C", "C", "C", "C", "N", "C", "N", "P", "O", "O", "N", "S", "C", "C", "C", "C", "O", "H", "H", "H", "H", "H", "H", "H", "H", "H", "H", "H", "H", "H", "H", "H", "H", "H", "H", "H", "H", "H", "H", "H", "C", "C", "C", "O", "C", "C", "C", "O", "O", "O", "H", "H", "H", "H", "C", "C", "C", "O", "C", "C", "C", "O", "O", "O", "H", "H", "H", "H"],
  "positions_angstrom": [[-3.45375, -0.03635, 6.18098], [-3.39947, -0.68700, 4.75189], [-3.91199, 0.28730, 3.60162], [-1.98015, -1.27279, 4.34638], [-0.89047, -0.99626, 5.32973], [0.26831, -0.41975, 4.73600], [0.46375, 0.98897, 4.94821], [-0.41272, 1.96104, 3.77143], [0.44679, 3.41846, 3.60655], [-1.81950, 2.47203, 4.56437], [1.18138, -1.05205, 4.03550], [2.54698, -0.18996, 3.35615], [1.06597, -2.50499, 3.80199], [0.63185, -2.92173, 2.33466], [0.13323, -1.75714, 1.39843], [-1.16519, -2.28726, 0.63488], [-2.20506, -2.67910, 1.56539], [-3.09983, -0.79436, 6.91770], [-4.53767, 0.16133, 6.39927], [-2.91723, 0.93682, 6.22701], [-4.12717, -1.54233, 4.75832], [-3.08531, 0.68567, 2.96694], [-4.46591, 1.16783, 4.01071], [-4.61522, -0.25818, 2.92297], [-2.10760, -2.38809, 4.27197], [-1.76327, -0.92429, 3.31225], [-0.67265, -1.82986, 5.87122], [0.25174, 1.22525, 5.92391], [1.15913, 3.28213, 2.96690], [-2.17122, 3.21560, 4.04698], [2.04105, 0.69862, 2.42955], [2.09236, -2.93139, 3.97025], [0.40745, -3.03234, 4.52944], [-0.09146, -3.76967, 2.44035], [1.53081, -3.37248, 1.83369], [-0.19394, -0.82893, 1.92074], [0.88192, -1.58042, 0.58793], [-1.61072, -1.42403, 0.07320], [-0.92552, -3.14418, -0.03328], [-2.12222, -3.62884, 1.70484], [0.00874, -0.49310, -2.97623], [-0.30011, -0.03380, -4.19244], [-0.13052, -0.87905, -5.41215], [-0.44001, -0.42874, -6.49641], [0.41340, -2.22770, -5.24236], [0.72414, -2.68342, -4.02690], [0.52914, -1.84796, -2.80639], [0.80930, -2.31090, -1.71162], [1.22896, -3.92158, -3.84621], [-0.77747, 1.20865, -4.37416], [-0.11154, 0.10856, -2.08567], [0.54849, -2.82439, -6.13391], [1.36646, -4.00896, -2.88729], [-0.92143, 1.29585, -5.33683], [3.80267, 2.50617, -6.77042], [2.50937, 2.33313, -7.05412], [1.45188, 3.17118, -6.41627], [0.28653, 2.99212, -6.71759], [1.86810, 4.17939, -5.44109], [3.16100, 4.34987, -5.15519], [4.22083, 3.53109, -5.81290], [5.38705, 3.73255, -5.53509], [3.56986, 5.26995, -4.25914], [2.09917, 1.39359, -7.92978], [4.57844, 1.90716, -7.22718], [1.09118, 4.76798, -4.97297], [4.54111, 5.19505, -4.23638], [1.12780, 1.47005, -7.96035]],
  "lowdin_charge": [-0.086, -0.355, -0.082, -0.155, 0.053, -0.400, -0.112, 0.862, -0.265, -0.262, -0.345, 0.904, -0.166, -0.143, -0.175, -0.227, -0.101, 0.076, 0.090, 0.058, 0.130, 0.044, 0.079, 0.083, 0.127, 0.081, 0.132, 0.123, 0.038, 0.071, -0.098, 0.130, 0.125, 0.112, 0.122, 0.071, 0.096, 0.126, 0.117, 0.079, 0.073, -0.222, -0.303, 0.129, 0.089, -0.225, -0.301, 0.073, 0.110, 0.113, 0.131, 0.143, 0.113, 0.106, 0.080, -0.228, -0.312, 0.104, 0.079, -0.230, -0.315, 0.118, 0.106, 0.107, 0.139, 0.138, 0.117, 0.110]
}